A 5-piece molecular cluster, C49H93BO23P5Si overall, computed with ωB97M-V with the def2-TZVPD basis set.

The value obtained for the energy is -5673.68363 Eh. For the energy above the lowest of the compared OMol25 structures with the same formula, charge and spin, the calculation gives 3268.08 kJ/mol. The net charge is -1. The calculation puts the gap between HOMO and LUMO at 4.1620 eV.

Cartesian coordinates (Å):
C1 5.65 0.94 -3.15
C2 4.25 0.85 -4.00
P1 2.89 2.09 -3.39
C3 3.31 2.28 -1.50
C4 1.12 1.30 -3.60
C5 1.30 0.38 -4.92
C6 1.85 0.87 -6.41
C7 2.04 -0.13 -7.71
C8 1.68 -1.72 -7.60
C9 1.14 -2.28 -6.15
C10 0.97 -1.26 -4.83
O1 1.14 0.34 -2.44
C11 0.03 0.79 -1.58
O2 0.11 0.56 -0.26
C12 -1.19 1.47 -2.49
C13 -2.17 2.26 -1.44
C14 -3.64 1.58 -1.19
C15 -5.00 1.89 -2.12
C16 -6.47 1.22 -1.87
C17 -6.71 0.21 -0.60
C18 -5.43 -0.13 0.37
C19 -3.92 0.53 0.08
C20 -2.75 0.09 1.17
C21 -1.95 0.15 -3.06
O3 -1.55 -1.06 -2.59
O4 -3.09 0.10 -4.00
C22 -0.17 2.36 -3.47
O5 0.39 3.25 -2.44
B1 0.20 4.67 -2.68
O6 -0.94 5.51 -2.20
O7 1.26 5.44 -3.43
Si1 -0.94 3.05 -5.09
C23 0.33 4.07 -6.19
C24 -2.60 4.05 -4.81
C25 -1.51 1.62 -6.33
H1 5.51 0.28 -2.19
H2 6.02 2.03 -2.96
H3 6.47 0.37 -3.81
H4 4.44 1.11 -5.14
H5 3.88 -0.26 -3.97
H6 4.38 2.78 -1.45
H7 2.48 2.89 -0.92
H8 3.38 1.19 -1.08
H9 2.16 2.00 -6.58
H10 2.46 0.28 -8.73
H11 1.82 -2.50 -8.48
H12 0.86 -3.42 -6.01
H13 0.61 -1.79 -3.85
H14 -1.70 2.44 -0.36
H15 -2.38 3.35 -1.86
H16 -4.91 2.63 -3.04
H17 -7.35 1.50 -2.63
H18 -7.78 -0.22 -0.42
H19 -5.58 -0.85 1.32
H20 -3.19 -0.40 2.14
H21 -2.11 -0.75 0.61
H22 -1.99 0.97 1.38
H23 -0.71 5.75 -1.23
H24 2.04 4.84 -3.63
H25 1.40 3.90 -5.73
H26 -0.03 5.19 -6.09
H27 0.30 3.74 -7.32
H28 -3.18 3.67 -3.87
H29 -3.33 3.97 -5.74
H30 -2.33 5.20 -4.63
H31 -0.99 1.73 -7.39
H32 -1.31 0.55 -5.88
H33 -2.68 1.67 -6.52
O8 -3.36 -0.45 5.63
P2 -2.44 0.17 6.70
O9 -1.09 -0.67 6.25
C26 -0.36 -0.16 5.15
C27 0.31 1.16 5.47
O10 -2.97 -0.85 7.92
C28 -4.24 -1.49 7.77
C29 -4.12 -2.80 7.00
O11 -1.41 0.87 7.91
C30 -1.79 2.19 8.28
C31 -3.22 2.27 8.79
H34 -1.02 -0.05 4.28
H35 0.41 -0.90 4.89
H36 -0.43 1.95 5.62
H37 0.97 1.48 4.66
H38 0.90 1.09 6.39
H39 -4.95 -0.81 7.28
H40 -4.64 -1.69 8.76
H41 -3.44 -2.75 6.15
H42 -5.10 -3.14 6.65
H43 -3.71 -3.58 7.66
H44 -1.67 2.85 7.41
H45 -1.10 2.53 9.05
H46 -3.95 1.98 8.02
H47 -3.46 3.30 9.10
H48 -3.36 1.60 9.64
O12 1.28 -3.93 2.65
P3 1.83 -4.50 1.32
O13 0.35 -4.83 0.68
C32 -0.35 -3.75 0.08
C33 0.34 -3.27 -1.20
O14 2.15 -6.01 1.97
C34 2.31 -6.13 3.39
C35 0.97 -6.35 4.08
O15 2.45 -5.14 -0.16
C36 3.70 -4.57 -0.55
C37 4.78 -4.75 0.51
H49 -0.44 -2.92 0.79
H50 -1.35 -4.10 -0.17
H51 1.31 -2.82 -0.97
H52 -0.27 -2.52 -1.71
H53 0.52 -4.11 -1.88
H54 2.83 -5.25 3.79
H55 2.97 -6.98 3.58
H56 0.17 -5.73 3.68
H57 1.06 -6.16 5.16
H58 0.65 -7.39 3.95
H59 3.55 -3.51 -0.76
H60 4.01 -5.05 -1.48
H61 4.51 -4.24 1.44
H62 5.73 -4.34 0.16
H63 4.91 -5.81 0.74
O16 -8.32 2.67 6.40
P4 -8.84 2.28 7.80
O17 -7.38 2.47 8.56
C38 -7.01 3.79 8.92
C39 -7.90 4.34 10.03
O18 -8.74 0.63 7.51
C40 -8.74 0.18 6.15
C41 -7.33 0.15 5.57
O19 -9.42 1.84 9.37
C42 -10.80 2.15 9.57
C43 -11.71 1.49 8.54
H64 -7.05 4.44 8.04
H65 -5.98 3.76 9.28
H66 -8.92 4.48 9.67
H67 -7.54 5.31 10.38
H68 -7.95 3.65 10.87
H69 -9.40 0.80 5.54
H70 -9.16 -0.83 6.12
H71 -6.73 1.02 5.85
H72 -7.35 0.08 4.48
H73 -6.79 -0.73 5.95
H74 -10.92 3.24 9.54
H75 -11.07 1.82 10.57
H76 -11.48 1.84 7.52
H77 -12.75 1.73 8.75
H78 -11.57 0.41 8.55
O20 9.51 -0.47 -5.89
P5 10.06 -1.04 -7.22
O21 8.57 -1.36 -7.86
C44 7.88 -0.28 -8.47
C45 8.56 0.19 -9.74
O22 10.38 -2.55 -6.57
C46 10.54 -2.67 -5.16
C47 9.20 -2.89 -4.46
O23 10.68 -1.68 -8.70
C48 11.92 -1.11 -9.09
C49 13.00 -1.29 -8.04
H79 7.78 0.54 -7.75
H80 6.87 -0.63 -8.71
H81 9.53 0.65 -9.51
H82 7.96 0.94 -10.25
H83 8.75 -0.65 -10.42
H84 11.05 -1.79 -4.76
H85 11.19 -3.52 -4.96
H86 8.39 -2.27 -4.86
H87 9.28 -2.70 -3.39
H88 8.88 -3.93 -4.60
H89 11.77 -0.04 -9.30
H90 12.23 -1.59 -10.02
H91 12.74 -0.78 -7.10
H92 13.95 -0.87 -8.38
H93 13.14 -2.35 -7.80